[1]
Here is a molecular structure, C6H18FHfO6 at a distorted geometry from the Open Molecules 2025 dataset. Energies are from ωB97M-V/def2-TZVPD.

Kohn-Sham gap = 1.55 eV
LUMO energy = -16.00 eV

```
! wB97M-V def2-TZVPD RIJCOSX def2/J DEFGRID3
* xyz 3 1
Hf 0.2191 -0.8823 3.1034
F -1.5953 -0.5679 -0.3709
C -5.4301 2.2339 -3.0991
C -5.4184 0.9194 -3.9728
O -4.0629 0.3981 -4.0584
O -5.1887 1.9539 -1.7606
H -6.4249 2.6606 -3.2266
H -4.7122 2.9846 -3.4294
H -5.6268 1.1694 -5.0131
H -6.1871 0.2313 -3.6210
H -3.6240 0.4495 -3.2062
H -4.5565 1.2317 -1.7441
C 0.8323 3.7457 0.7868
C 2.3214 3.2059 0.6038
O 2.4264 1.8321 0.8774
O 0.0945 3.1880 1.8631
H 0.3596 3.5961 -0.1839
H 1.0015 4.8199 0.8618
H 3.0198 3.7380 1.2497
H 2.6384 3.2900 -0.4357
H 3.3439 1.6170 0.6942
H -0.5866 3.8334 2.0659
C 3.8554 -4.5773 1.4059
C 3.8898 -4.8886 2.8723
O 3.7249 -3.6936 3.5605
O 2.7038 -3.8644 1.1651
H 3.7591 -5.5042 0.8406
H 4.7927 -4.0903 1.1364
H 4.8126 -5.3648 3.2036
H 3.1119 -5.6160 3.1042
H 4.0837 -3.8860 4.4299
H 2.4224 -4.1630 0.2972
*
```

[2]
Here is 2 unconnected molecules or ions with the total composition C15H20N4O5 at a distorted geometry from the Open Molecules 2025 dataset. Energies are from ωB97M-V/def2-TZVPD.

Kohn-Sham gap = 6.24 eV
LUMO energy = -1.92 eV
SMILES = O=[N+]([O-])/C=C/c1ccc([N+](=O)[O-])cc1.CN(C)C(=O)[C@@H]1CCCN1

```
! wB97M-V def2-TZVPD RIJCOSX def2/J DEFGRID3
* xyz 0 1
O -4.4410 0.3821 2.8707
N -3.8955 -0.7443 2.9312
O -4.5502 -1.8099 2.9441
C -2.4745 -0.7960 2.9446
C -1.8250 -2.0491 2.8881
C -0.4682 -2.0942 2.6439
C 0.3071 -0.9000 2.4802
C 1.7262 -1.0037 2.2184
C 2.6280 0.0282 2.2853
N 3.9971 -0.2593 2.2073
O 4.3125 -1.4743 2.2475
O 4.8671 0.6528 2.1403
C -0.3691 0.3512 2.6121
C -1.7394 0.4026 2.8338
H -2.4206 -2.9487 3.0257
H 0.0462 -3.0559 2.5740
H 2.1203 -2.0034 2.0319
H 2.3308 1.0720 2.4124
H 0.1975 1.2801 2.5270
H -2.2707 1.3499 2.9143
C 3.5994 -2.6303 -3.1631
N 3.2515 -1.2307 -3.0637
C 2.9718 -0.5727 -4.3313
C 3.0271 -0.7128 -1.8281
C 2.8263 0.8222 -1.7587
C 3.8204 1.7856 -2.4707
C 4.3839 2.7036 -1.3727
C 3.5947 2.3459 -0.0856
N 2.8969 1.1467 -0.4038
O 2.9568 -1.4134 -0.8237
H 3.7757 -3.0297 -2.1610
H 2.7853 -3.1873 -3.6470
H 4.4982 -2.7320 -3.7855
H 2.4252 0.3678 -4.1920
H 3.9082 -0.3683 -4.8708
H 2.3610 -1.2382 -4.9561
H 1.8135 0.9743 -2.1915
H 4.6059 1.2568 -3.0195
H 3.2286 2.3685 -3.1865
H 5.4484 2.4988 -1.2037
H 4.2684 3.7639 -1.6248
H 4.2616 2.1817 0.7739
H 2.9193 3.1793 0.1853
H 2.2439 0.7128 0.2303
*
```

[3]
Here is a molecular structure, C3Cl2O at a distorted geometry from the Open Molecules 2025 dataset. Energies are from ωB97M-V/def2-TZVPD.

⟨S²⟩ = 2.026
Kohn-Sham gap (alpha / beta) = 6.36 / 6.81 eV
LUMO energy (alpha / beta) = -1.90 / -2.16 eV

```
! wB97M-V def2-TZVPD RIJCOSX def2/J DEFGRID3
* xyz 0 3
C 0.4049 0.8884 -0.6049
C 0.1106 -1.1732 0.3629
C -0.4876 0.1374 0.2255
O -1.5054 0.5623 0.7566
Cl 1.8824 0.6881 -1.2399
Cl 1.4023 -1.8008 -0.2979
*
```

[4]
Here is C10H8N2O2S in the gas phase at a distorted geometry from the Open Molecules 2025 dataset. Energies are from ωB97M-V/def2-TZVPD.

Kohn-Sham gap = 6.83 eV
LUMO energy = -0.91 eV
SMILES = Nc1[nH]c(=O)sc1C=C1C=CC(=O)C=C1

```
! wB97M-V def2-TZVPD RIJCOSX def2/J DEFGRID3
* xyz 0 1
O -2.7411 1.3438 -3.9161
O 1.1412 1.1478 4.6846
S -0.3836 0.9494 2.5447
C -2.3823 0.8054 -2.8807
C 0.7579 0.4444 3.7533
C -1.5882 1.5480 -1.9265
C -2.6834 -0.5766 -2.6827
C -1.2214 1.0036 -0.7109
C -2.2068 -1.1704 -1.5382
C -1.0268 -1.1181 0.6161
C -0.3449 -0.6594 1.8546
C -1.4377 -0.4280 -0.5018
C 0.6081 -1.4196 2.4856
N 1.0023 -2.7067 2.1057
N 1.1711 -0.8451 3.5682
H -1.4357 2.5933 -2.1343
H -3.2642 -1.1125 -3.4071
H -0.6653 1.5690 0.0574
H -2.4067 -2.2368 -1.4189
H -1.2329 -2.1806 0.5761
H 0.7381 -3.0863 1.1896
H 1.8344 -3.1329 2.5210
H 1.8819 -1.2636 4.1666
*
```

Molecular weight: 383.69 336.35 122.94 220.25 (g/mol)
Calculated total energy: -836.9552 -1178.5682 -1109.6561 -1044.0217 (hartree)
Energy relative to the best compared isomer or geometry (same formula, charge and spin): 313.02 210.75 25.18 27.21 (kcal/mol)